w.
Formula: C6H14NO
Source: the OMol25 dataset
Level of theory: the ωB97M-V functional and the def2-TZVPD basis

CARTESIAN COORDINATES (ANGSTROEM)
1 C -0.141 -1.054 -1.119
2 C 1.020 -1.318 -2.041
3 C 0.135 -0.393 0.310
4 N 0.775 -1.372 1.246
5 C 1.602 0.576 2.490
6 C 0.592 -0.540 2.277
7 C -2.426 1.685 -1.054
8 O -1.663 1.869 -2.170
9 H -0.572 -2.015 -0.787
10 H -0.796 -0.378 -1.706
11 H 1.523 -0.430 -2.461
12 H 1.857 -1.798 -1.532
13 H 0.769 -1.983 -2.932
14 H 0.743 0.474 0.069
15 H -0.895 -0.108 0.548
16 H -1.908 1.813 -0.058
17 H 1.242 1.318 3.256
18 H 2.544 0.211 2.893
19 H 1.846 1.108 1.555
20 H -0.093 -0.759 3.091
21 H -2.913 0.661 -0.957
22 H -3.243 2.435 -0.920

Properties
* LUMO level: 2.96 eV
* Kohn-Sham gap: 5.14 eV
* net charge: -1

Results of the Löwdin charge analysis, in e, for atoms 1 through 5:
1 C -0.2439
2 C -0.1496
3 C -0.2749
4 N -0.0095
5 C -0.0875

x.
Formula: C6H14NO
Source: the OMol25 dataset
Level of theory: the ωB97M-V functional and the def2-TZVPD basis

CARTESIAN COORDINATES (ANGSTROEM)
1 C 2.209 0.294 2.218
2 N 3.274 -0.153 1.505
3 C -0.811 0.841 -0.347
4 C -0.578 -0.635 -0.503
5 C 0.418 -0.935 -1.588
6 C -0.003 -1.290 0.740
7 C -1.885 1.344 -1.295
8 O -2.903 0.500 -1.231
9 H 1.686 0.766 1.441
10 H 1.903 -0.059 3.194
11 H 0.410 1.195 2.145
12 H -1.179 1.164 0.585
13 H 0.195 1.301 -0.504
14 H -1.564 -1.036 -0.798
15 H -0.053 -0.709 -2.471
16 H 1.415 -0.547 -1.438
17 H 0.506 -2.046 -1.575
18 H 0.837 -0.547 0.880
19 H -0.725 -1.015 1.560
20 H 0.490 -2.222 0.931
21 H -2.117 2.412 -1.026
22 H -1.526 1.379 -2.423

Properties
* LUMO level: 0.80 eV
* Kohn-Sham gap: 3.46 eV
* net charge: -1

Results of the Löwdin charge analysis, in e, for atoms 1 through 5:
1 C -0.3241
2 N 0.0730
3 C -0.2382
4 C -0.4755
5 C -0.0928

y.
Formula: C6H14NO
Source: the OMol25 dataset
Level of theory: the ωB97M-V functional and the def2-TZVPD basis

CARTESIAN COORDINATES (ANGSTROEM)
1 C -1.263 1.146 -2.375
2 C -1.122 -0.117 -1.535
3 N -1.275 0.169 -0.112
4 C -0.863 -0.972 0.729
5 C 0.066 -0.624 1.893
6 C 1.119 0.407 1.540
7 C 2.231 -0.098 0.574
8 O 2.188 0.582 -0.599
9 H -2.266 1.523 -2.305
10 H -1.069 0.858 -3.415
11 H -0.424 1.790 -2.133
12 H -0.207 -0.684 -1.710
13 H -1.896 -0.825 -1.845
14 H -0.571 0.875 0.095
15 H -0.427 -1.771 0.125
16 H -1.753 -1.374 1.167
17 H 0.491 -1.572 2.219
18 H -0.551 -0.293 2.742
19 H 1.506 1.008 2.382
20 H 0.716 1.209 0.957
21 H 2.126 -1.225 0.547
22 H 3.246 -0.013 1.059

Properties
* LUMO level: 4.16 eV
* Kohn-Sham gap: 6.52 eV
* net charge: -1

Results of the Löwdin charge analysis, in e, for atoms 1 through 5:
1 C -0.1001
2 C -0.3299
3 N -0.0725
4 C -0.2505
5 C -0.2193

Which is most stable, and by how much? y, by 0.1277 hartree.

w.
Formula: C5H11N2
Source: the OMol25 dataset
Level of theory: the ωB97M-V functional and the def2-TZVPD basis

CARTESIAN COORDINATES (ANGSTROEM)
1 C 0.637 -0.948 1.083
2 C 0.059 -0.099 0.289
3 N -0.552 1.126 0.514
4 C -0.290 1.890 1.853
5 N 0.090 -0.407 -1.131
6 C 0.098 0.495 -2.035
7 C -0.006 -1.791 -1.446
8 H 0.678 -0.772 2.182
9 H 1.083 -1.806 0.760
10 H -1.584 1.287 0.205
11 H 0.893 1.869 1.925
12 H -0.569 2.848 1.693
13 H -0.792 1.343 2.645
14 H 0.263 1.555 -1.829
15 H 0.306 -0.019 -3.016
16 H 0.993 -2.269 -1.571
17 H -0.473 -2.440 -0.740
18 H -0.598 -1.813 -2.353

Properties
* LUMO level: -5.06 eV
* Kohn-Sham gap: 8.12 eV
* net charge: +1

Results of the Löwdin charge analysis, in e, for atoms 1 through 5:
1 C 0.1241
2 C -0.3779
3 N -0.0462
4 C -0.0116
5 N -0.1108

x.
Formula: C5H11N2
Source: the OMol25 dataset
Level of theory: the ωB97M-V functional and the def2-TZVPD basis

CARTESIAN COORDINATES (ANGSTROEM)
1 C 1.861 -1.176 0.088
2 C 1.323 0.237 0.225
3 C -0.081 0.408 -0.303
4 N -0.678 1.719 -0.074
5 C -1.142 -0.616 0.395
6 C -2.296 -1.021 -0.424
7 N -2.502 0.013 0.204
8 H 1.805 -1.490 -0.951
9 H 1.165 -1.757 0.582
10 H 2.905 -1.307 0.493
11 H 1.412 0.613 1.322
12 H 2.051 0.935 -0.214
13 H -0.021 0.170 -1.462
14 H -1.670 1.680 0.034
15 H -0.367 2.514 -0.821
16 H -0.382 1.851 0.844
17 H -0.647 -1.116 1.167
18 H -2.737 -1.657 -1.107

Properties
* LUMO level: -3.51 eV
* Kohn-Sham gap: 11.14 eV
* net charge: +1

Results of the Löwdin charge analysis, in e, for atoms 1 through 5:
1 C -0.0737
2 C -0.2486
3 C -0.3041
4 N 0.1973
5 C -0.1452

Which is most stable, and by how much? w, by 0.0273 hartree.

w.
Formula: C5H11N2
Source: the OMol25 dataset
Level of theory: the ωB97M-V functional and the def2-TZVPD basis

CARTESIAN COORDINATES (ANGSTROEM)
1 C 0.491 -0.393 2.861
2 N 0.608 0.390 1.879
3 C 0.780 -0.253 0.529
4 C 1.761 0.335 -0.440
5 N 0.404 0.723 -0.543
6 C -0.411 0.148 -1.612
7 C -1.801 -0.104 -1.023
8 H 0.155 -0.142 3.896
9 H 0.262 -1.519 2.558
10 H 0.179 -1.151 0.492
11 H 2.408 1.058 0.016
12 H 2.192 -0.315 -1.181
13 H -0.040 1.636 -0.207
14 H -0.749 0.804 -2.364
15 H 0.064 -0.754 -2.005
16 H -2.344 -0.661 -1.842
17 H -1.833 -0.661 -0.130
18 H -2.124 0.861 -0.884

Properties
* LUMO level: -3.12 eV
* Kohn-Sham gap: 11.38 eV
* net charge: +1

Results of the Löwdin charge analysis, in e, for atoms 1 through 5:
1 C -0.0090
2 N 0.0194
3 C -0.1772
4 C 0.0200
5 N -0.0446

x.
Formula: C5H11N2
Source: the OMol25 dataset
Level of theory: the ωB97M-V functional and the def2-TZVPD basis

CARTESIAN COORDINATES (ANGSTROEM)
1 C 3.429 -0.205 0.114
2 C 0.210 0.040 1.587
3 C -2.727 -0.077 -0.061
4 C -0.943 0.095 -1.869
5 C -1.274 0.054 -0.428
6 N 2.559 -0.181 1.018
7 N -0.581 0.034 0.630
8 H 4.496 0.078 0.081
9 H 3.016 -0.449 -0.874
10 H 0.620 -0.918 2.028
11 H 0.343 1.062 2.099
12 H -2.865 0.966 0.428
13 H -3.425 -0.168 -0.851
14 H -2.764 -0.831 0.723
15 H -1.442 0.992 -2.336
16 H -1.392 -0.837 -2.264
17 H 0.120 0.172 -2.017
18 H 2.621 0.173 1.994

Properties
* LUMO level: -3.55 eV
* Kohn-Sham gap: 9.97 eV
* net charge: +1

Results of the Löwdin charge analysis, in e, for atoms 1 through 5:
1 C -0.0683
2 C 0.0602
3 C 0.0058
4 C 0.0241
5 C -0.2916

Which is most stable, and by how much? x, by 0.0063 hartree.

w.
Formula: C5H11N2
Source: the OMol25 dataset
Level of theory: the ωB97M-V functional and the def2-TZVPD basis

CARTESIAN COORDINATES (ANGSTROEM)
1 C -0.100 1.796 -0.299
2 C -0.533 0.574 0.542
3 C -1.675 -0.219 0.154
4 N -1.217 -1.610 -0.103
5 C 0.092 -1.699 -0.106
6 N 0.714 -0.634 0.347
7 C 2.066 -0.278 0.125
8 H 0.426 2.594 0.215
9 H -1.120 2.271 -0.474
10 H 0.230 1.563 -1.278
11 H -0.388 0.767 1.540
12 H -2.418 -0.154 0.998
13 H -2.260 0.172 -0.816
14 H -1.736 -2.302 -0.654
15 H 0.634 -2.579 -0.575
16 H 2.715 -0.801 0.765
17 H 2.381 -0.259 -0.855
18 H 2.190 0.798 0.473

Properties
* LUMO level: -3.30 eV
* Kohn-Sham gap: 10.91 eV
* net charge: +1

Results of the Löwdin charge analysis, in e, for atoms 1 through 5:
1 C -0.0273
2 C -0.1677
3 C -0.1222
4 N 0.0782
5 C -0.0891

x.
Formula: C5H11N2
Source: the OMol25 dataset
Level of theory: the ωB97M-V functional and the def2-TZVPD basis

CARTESIAN COORDINATES (ANGSTROEM)
1 C -1.504 1.709 -0.782
2 N -0.817 0.870 -0.089
3 C 0.618 0.694 -0.303
4 C 1.463 1.706 -0.520
5 C 0.942 -0.763 -0.353
6 C -0.195 -1.653 0.109
7 N -0.647 -1.225 1.504
8 H -2.199 2.474 -0.408
9 H -1.012 1.845 -1.771
10 H 2.349 1.543 -1.149
11 H 1.203 2.666 -0.091
12 H 1.357 -1.182 -1.274
13 H 1.748 -0.947 0.357
14 H -1.075 -1.711 -0.525
15 H 0.127 -2.723 0.106
16 H -1.508 -1.711 1.761
17 H 0.048 -1.419 2.217
18 H -0.899 -0.174 1.212

Properties
* LUMO level: -3.96 eV
* Kohn-Sham gap: 8.96 eV
* net charge: +1

Results of the Löwdin charge analysis, in e, for atoms 1 through 5:
1 C 0.0799
2 N -0.0552
3 C -0.3444
4 C 0.1036
5 C -0.1436

y.
Formula: C5H11N2
Source: the OMol25 dataset
Level of theory: the ωB97M-V functional and the def2-TZVPD basis

CARTESIAN COORDINATES (ANGSTROEM)
1 C -0.106 -0.625 3.074
2 C -0.418 0.342 2.227
3 N 0.142 0.201 0.898
4 C 0.547 1.317 0.056
5 C -0.392 0.272 -0.367
6 N 0.200 -0.730 -1.256
7 C -0.060 -0.517 -2.704
8 H -0.367 -0.429 4.056
9 H 0.421 -1.536 2.808
10 H -0.879 1.211 2.652
11 H 1.472 1.476 -0.439
12 H 0.002 2.220 0.392
13 H -1.417 0.386 -0.482
14 H 1.238 -0.713 -0.943
15 H -0.086 -1.750 -1.077
16 H -1.152 -0.697 -2.854
17 H 0.083 0.631 -2.692
18 H 0.771 -1.058 -3.350

Properties
* LUMO level: -3.30 eV
* Kohn-Sham gap: 10.10 eV
* net charge: +1

Results of the Löwdin charge analysis, in e, for atoms 1 through 5:
1 C 0.0655
2 C -0.1354
3 N -0.0545
4 C -0.0155
5 C -0.3140

Which is most stable, and by how much? w, by 0.0501 hartree.

w.
Formula: C5H11N2
Source: the OMol25 dataset
Level of theory: the ωB97M-V functional and the def2-TZVPD basis

CARTESIAN COORDINATES (ANGSTROEM)
1 N -2.122 -0.308 -0.045
2 C -0.779 -0.386 -0.116
3 C -0.135 0.440 -1.261
4 N 1.091 1.059 -0.747
5 C 1.328 0.667 0.608
6 C 0.146 -0.051 1.157
7 C 0.008 -1.435 0.614
8 H -2.492 -0.727 0.765
9 H -2.691 -0.806 -0.733
10 H 0.079 -0.275 -2.159
11 H -0.963 1.105 -1.573
12 H 1.106 2.044 -0.745
13 H 1.842 0.932 -1.338
14 H 1.741 1.557 1.209
15 H 2.186 0.008 0.748
16 H -0.286 0.141 2.108
17 H 0.679 -2.045 0.279
18 H -0.738 -1.920 1.229

Properties
* LUMO level: -3.40 eV
* Kohn-Sham gap: 9.48 eV
* net charge: +1

Results of the Löwdin charge analysis, in e, for atoms 1 through 5:
1 N 0.0970
2 C -0.4426
3 C -0.0184
4 N 0.0928
5 C -0.1167

x.
Formula: C5H11N2
Source: the OMol25 dataset
Level of theory: the ωB97M-V functional and the def2-TZVPD basis

CARTESIAN COORDINATES (ANGSTROEM)
1 C -1.580 -0.612 -0.779
2 N -0.314 -0.539 -0.749
3 C 0.356 -0.735 -2.030
4 C 0.604 -0.189 0.384
5 C 0.032 -0.304 1.837
6 N -0.111 1.212 1.808
7 C 0.789 1.287 0.657
8 H -2.004 -0.763 -1.811
9 H -2.291 -0.411 0.130
10 H -0.431 -0.395 -2.879
11 H 1.194 -0.103 -2.243
12 H 0.620 -1.769 -2.225
13 H 1.544 -0.758 0.175
14 H -1.001 -0.834 1.811
15 H 0.536 -0.787 2.613
16 H -0.085 1.930 2.456
17 H 0.339 2.031 0.020
18 H 1.800 1.741 0.824

Properties
* LUMO level: -4.79 eV
* Kohn-Sham gap: 7.97 eV
* net charge: +1

Results of the Löwdin charge analysis, in e, for atoms 1 through 5:
1 C 0.1759
2 N -0.1108
3 C -0.0066
4 C -0.1899
5 C -0.0742

Which is most stable, and by how much? w, by 0.0244 hartree.

w.
Formula: CH2NOP
Source: the OMol25 dataset
Level of theory: the ωB97M-V functional and the def2-TZVPD basis

CARTESIAN COORDINATES (ANGSTROEM)
1 C 3.525 0.387 0.031
2 N 4.189 -0.510 -0.065
3 O 1.541 0.990 0.026
4 P 0.628 -0.282 -0.034
5 H -0.058 -0.198 1.257
6 H -0.165 0.126 -1.116

Properties
* LUMO level (alpha / beta): -2.92 / -2.27 eV
* Kohn-Sham gap (alpha / beta): 7.56 / 8.20 eV

Results of the Löwdin charge analysis, in e, for atoms 1 through 5:
1 C -0.1601
2 N 0.0094
3 O -0.5531
4 P 0.8034
5 H -0.0388

x.
Formula: CH2NOP
Source: the OMol25 dataset
Level of theory: the ωB97M-V functional and the def2-TZVPD basis

CARTESIAN COORDINATES (ANGSTROEM)
1 C -2.359 0.617 -0.158
2 N 0.933 0.792 0.185
3 O -2.726 -0.406 0.144
4 P 2.246 -0.013 0.088
5 H 0.022 0.387 0.003
6 H 1.884 -1.377 -0.263

Properties
* LUMO level: -0.32 eV
* Kohn-Sham gap: 9.42 eV

Results of the Löwdin charge analysis, in e, for atoms 1 through 5:
1 C -0.0002
2 N -0.4139
3 O 0.0373
4 P 0.6626
5 H -0.1100

Which is most stable, and by how much? x, by 0.1394 hartree.